Record 1
C16H12Cl2N2O4S in the gas phase. Source: OMol25; level of theory: ωB97M-V/def2-TZVPD.

Structure (XYZ):
```
37
Properties=species:S:1:pos:R:3:forces:R:3
C -4.485 -0.791 1.591 -0.093 -0.113 0.184
C -0.093 1.280 1.202 -0.081 0.035 0.330
H -5.027 -0.755 0.660 -0.036 0.006 -0.078
H -4.669 -2.119 4.694 -0.050 -0.055 0.072
C -4.282 -1.561 3.857 -0.012 0.052 -0.123
C 2.105 -0.187 -2.068 0.371 -0.188 -0.537
N 0.306 -0.020 1.108 0.125 0.011 0.251
C -3.082 -0.894 3.955 0.099 0.139 -0.185
H 3.781 -0.999 -5.470 0.050 -0.007 -0.081
C -3.265 -0.134 1.692 0.115 0.051 0.030
C 3.043 0.705 -2.632 -0.096 -0.294 -0.132
Cl -6.506 -2.304 2.517 -0.231 -0.128 -0.021
C 1.781 -1.350 -2.766 -0.109 -0.006 0.006
H -2.510 -0.921 4.869 0.061 0.007 0.109
Cl -2.700 0.667 0.253 -0.297 -0.101 -0.003
H 1.560 1.140 -0.615 -0.097 -0.360 -0.081
C 0.948 -0.660 0.056 0.075 -0.359 -0.083
H -0.010 -0.650 1.841 0.120 0.105 -0.275
C -4.992 -1.497 2.667 0.322 0.205 -0.081
H 2.113 -2.545 -4.495 -0.040 -0.078 -0.037
C 2.380 -1.638 -3.975 0.093 0.187 0.024
N 1.494 0.144 -0.869 -0.353 0.769 0.662
H 4.513 3.494 -2.123 -0.196 -0.223 0.107
C 3.431 1.947 -1.943 -0.025 0.325 0.532
C 3.632 0.394 -3.859 -0.076 0.000 0.070
S 0.992 -2.305 0.129 0.007 -0.446 0.079
C -0.888 1.560 2.481 0.139 0.554 -0.047
O 3.038 2.301 -0.851 0.017 0.051 -0.130
C 3.313 -0.770 -4.525 0.037 -0.041 -0.064
O -1.336 0.408 3.160 0.113 -0.209 -0.082
H 4.349 1.083 -4.276 0.032 0.019 -0.029
H -0.203 2.056 3.178 -0.098 -0.048 -0.139
O 0.169 2.151 0.405 0.028 0.256 0.097
H 1.049 -2.026 -2.358 0.013 0.033 0.000
O 4.302 2.696 -2.633 0.291 0.121 -0.367
H -1.701 2.256 2.254 0.131 -0.120 -0.045
C -2.549 -0.161 2.890 -0.351 -0.150 0.067
```
Forces are in eV/Å.

Computed properties:
SMILES = O=C(COc1ccc(Cl)cc1Cl)NC(=S)Nc1ccccc1C(=O)O
HOMO = -8.392 eV
E_LUMO = -0.023 eV
Spin multiplicity = 1

Record 2
A gas-phase ion, C6H14N4O (charge +2). Source: OMol25; level of theory: ωB97M-V/def2-TZVPD.

Structure (XYZ):
```
25
Properties=species:S:1:pos:R:3:forces:R:3
C -0.519 -1.644 -1.392 0.139 -0.052 0.104
H 1.374 2.726 -2.282 -0.028 0.022 0.048
N 1.677 0.325 -1.073 1.476 0.441 -1.163
H -0.299 2.756 -1.886 -0.028 -0.126 0.036
H 2.088 -1.462 -0.299 -0.123 0.184 0.009
H 2.617 -1.339 2.490 0.060 0.118 -0.082
H -1.566 -1.919 -1.290 -0.158 -0.071 0.039
N 0.597 2.311 -1.773 0.353 1.034 -0.650
H -2.410 0.041 1.100 0.007 0.195 -0.237
H -0.072 -1.796 0.720 -0.007 0.157 0.016
C 0.303 0.676 1.527 -0.062 0.088 0.156
C 0.774 1.184 -1.172 -2.772 -2.453 3.037
H 0.471 1.748 1.634 -0.024 -0.020 -0.001
N 1.456 -0.671 -0.121 -0.662 -0.041 0.623
H 0.011 -2.563 -1.637 0.007 -0.046 -0.030
H -2.150 1.564 0.488 -0.035 -0.272 -0.095
H -0.415 -0.952 -2.221 0.019 0.076 -0.115
C 1.636 -0.092 1.326 0.268 0.437 0.030
N -1.954 0.564 0.328 -0.339 -0.145 0.061
H -2.399 0.270 -0.556 0.034 0.163 0.269
C -0.515 0.305 0.307 2.599 0.959 -1.790
O 1.721 -1.129 2.194 -0.109 -0.345 0.243
H 2.515 0.558 1.290 -0.096 -0.142 -0.070
H -0.140 0.310 2.459 0.022 -0.016 -0.039
C -0.008 -1.061 -0.092 -0.539 -0.145 -0.399
```
Forces are in eV/Å.

Computed properties:
HOMO = -17.619 eV
E_LUMO = -7.429 eV
Energy above the lowest of the compared OMol25 structures with the same formula, charge and spin = 43.47 kcal per mole
Spin multiplicity = 1
Charge = +2

Number 1: gap between HOMO and LUMO 8.369 eV. Number 2: gap between HOMO and LUMO 10.191 eV.